Model A:
A 2-piece molecular cluster, C2H10NO2 overall. Source: the OMol25 dataset; level of theory: ωB97M-V/def2-TZVPD.

```
15
Properties=species:S:1:pos:R:3:lowdin_charge:R:1
C -0.694 0.022 0.786 -0.220
O -1.590 0.476 -0.235 -0.064
C 0.600 0.829 0.804 -0.110
N 1.821 0.006 0.469 0.218
H -0.650 -1.039 0.487 0.134
H -1.270 0.061 1.731 0.139
H -1.795 1.386 -0.038 0.090
H 0.509 1.669 0.102 0.145
H 0.671 1.321 1.770 0.135
H 1.985 -0.681 1.209 0.180
H 2.633 0.608 0.352 0.180
H 1.547 -0.617 -0.296 0.176
H -0.881 -0.690 -2.341 0.024
H -1.924 -1.693 -2.345 0.048
O -0.961 -1.660 -2.454 -0.074
```

Values from the calculation:
- gap between HOMO and LUMO (eV) = 10.530
- multiplicity = 1
- net charge = +1



Model B:
A 3-piece molecular cluster, C2H10NO2 overall. Source: the OMol25 dataset; level of theory: ωB97M-V/def2-TZVPD.

```
15
Properties=species:S:1:pos:R:3:lowdin_charge:R:1
C 0.301 -0.778 -0.051 -0.163
C 0.418 -1.339 1.138 0.088
N -0.690 -1.007 -1.117 0.207
H 0.767 0.201 -0.044 0.114
H 1.174 -0.975 1.820 0.088
H 0.035 -2.300 1.472 0.087
H -0.731 -0.139 -1.662 0.135
H -0.401 -1.801 -1.686 0.179
H -1.600 -1.050 -0.661 0.180
H -1.253 2.477 3.881 0.026
H -0.426 2.463 2.758 0.036
O -1.069 1.872 3.175 -0.062
H 1.617 0.966 -2.390 0.046
H 0.996 0.790 -3.785 0.070
O 0.862 0.618 -2.848 -0.032
```

Values from the calculation:
- gap between HOMO and LUMO (eV) = 10.921
- multiplicity = 1
- net charge = +1



Energies relative to the minimum, hartree: model A 0.0000; model B 0.0086



Model A:
C2F2O as an isolated structure. Source: the OMol25 dataset; level of theory: ωB97M-V/def2-TZVPD.

```
5
Properties=species:S:1:pos:R:3:lowdin_charge:R:1
C 0.009 -0.362 0.603 0.156
C 0.987 -0.349 -0.078 -0.151
O -1.683 0.322 0.565 -0.016
F 2.237 -0.512 -0.439 0.117
F -1.550 0.900 -0.651 -0.106
```

Values from the calculation:
- gap between HOMO and LUMO (eV) = 9.517
- multiplicity = 1
- net charge = 0



Model B:
A 2-piece molecular cluster, C2F2O overall. Source: the OMol25 dataset; level of theory: ωB97M-V/def2-TZVPD.

```
5
Properties=species:S:1:pos:R:3:lowdin_charge:R:1
C 0.189 0.569 0.418 0.169
C 1.064 0.098 1.096 -0.292
O -1.015 -0.707 -1.677 0.037
F 1.889 0.015 2.030 0.169
F -2.127 0.025 -1.867 -0.082
```

Values from the calculation:
- gap between HOMO and LUMO (alpha / beta) (eV) = 5.635 / 6.260
- multiplicity = 1
- net charge = 0



Energies relative to the minimum, hartree: model A 0.0000; model B 0.1179